ORCA calculation (ωB97M-V/def2-TZVPD) on 9 unconnected molecules or ions with the total composition C75H167N8O at a distorted geometry.

```
251
Properties=species:S:1:pos:R:3:forces:R:3
O 0.47532 2.36412 0.46541 0.1 0.0 -0.3
N -4.53655 3.56086 -2.09819 -1.0 -0.6 0.0
N 3.73141 3.04251 3.03906 -0.8 -0.7 -2.4
N 2.80397 2.89875 -2.78488 1.1 1.6 0.8
N -7.24669 -2.18099 -0.94549 0.2 2.4 0.0
N 4.41061 -4.52507 -3.79115 -0.7 1.3 0.6
N -1.40098 -3.13124 -5.32801 0.4 1.0 -0.1
N -0.78849 6.02098 2.53284 1.0 -0.5 0.3
N 3.09875 -4.29712 5.96956 -0.2 -0.5 1.3
C 4.99811 -6.06281 -5.51182 0.7 -0.2 -0.1
C 4.69641 -3.02409 -3.67206 0.0 -0.5 0.4
C -2.64825 -2.82300 -6.21712 0.4 -2.2 -0.6
C -2.84465 5.20237 -2.51139 -1.1 1.9 -0.2
C 0.82951 7.69525 -1.52730 0.3 -1.4 1.3
C -1.88462 4.95861 2.47298 1.1 -0.8 1.3
C 0.44427 -2.21320 3.82264 1.0 -0.9 -0.2
C -8.49741 -1.97439 -0.02565 0.2 -0.8 0.8
C -2.17390 -1.99806 -7.42542 0.6 -0.1 0.4
C -4.40433 -3.99428 2.87698 -0.6 -0.3 -0.8
C -0.57341 -1.90236 -5.65824 -0.1 1.0 2.7
C 1.01525 -3.31169 4.76624 0.4 0.5 0.8
C 3.66717 4.27402 2.05690 0.0 -0.1 1.4
C 4.51775 -4.77686 5.57223 -0.2 0.8 1.6
C 1.49771 0.52908 7.01944 -0.8 0.6 -0.3
C -0.62250 4.48436 4.54228 -1.3 -0.3 -1.5
C 1.71744 7.17507 -0.31468 0.3 1.7 -0.6
C -5.21647 1.17043 2.51121 0.3 0.7 -0.9
C 2.63278 4.36100 -2.21618 0.3 -0.2 -1.0
C 3.97620 -5.08898 -6.04661 -0.9 -0.8 -0.7
C -1.76547 -3.14654 -3.84233 0.7 -0.3 -0.2
C 3.92430 3.22051 -3.82326 -1.2 -0.7 -0.5
C -2.09118 4.46595 3.95381 0.6 1.9 -0.7
C -0.78221 -1.51611 -7.04518 1.7 1.2 -1.8
C -0.49501 -3.12169 -2.89083 -1.3 -0.2 -0.1
C -7.82454 -2.49728 -2.29660 -0.4 -0.2 -1.1
C -9.75207 -2.01192 -0.85712 -0.5 -0.7 -2.0
C -5.43916 -2.94904 0.77943 -1.7 -1.3 -0.4
C 3.24478 -4.64298 -4.79402 0.5 -0.7 0.4
C -3.26400 2.85618 -2.67240 -0.7 0.2 0.8
C 1.06350 7.16932 1.06186 -0.7 -0.9 -0.3
C 4.02748 5.05089 -2.34494 0.2 0.5 1.1
C 1.32021 1.74036 6.01802 1.7 -0.8 1.0
C -4.37879 4.94946 -2.68454 1.0 -0.7 1.3
C 3.27273 1.93499 -1.69022 -0.9 -0.3 -0.5
C 4.33975 -5.82861 4.52930 0.4 0.5 -0.1
C 2.38072 -5.68237 6.01078 0.1 0.5 -1.3
C 1.52593 2.37167 -3.39322 1.3 0.5 -0.3
C -9.28330 -1.95760 -2.33498 1.0 0.5 0.5
C 5.97367 3.96879 2.85574 1.1 0.0 -0.6
C 0.01704 6.02771 1.12716 -1.0 1.8 1.0
C 2.48643 3.07580 4.01994 1.8 -1.5 0.3
C -0.68592 1.64615 0.48720 0.3 -0.4 0.6
C 0.07775 5.64605 3.80343 -0.5 0.3 -0.6
C -0.89070 -3.32770 -1.40545 0.1 -1.5 0.1
C 2.90952 -4.76230 -0.08806 -0.9 -0.2 0.4
C 3.65595 1.81094 2.10095 -0.5 -0.8 1.3
C -6.58486 -0.76028 -1.03033 0.2 -1.3 -0.4
C 0.84689 -2.46451 2.33845 0.5 0.4 0.2
C 5.11420 4.65712 1.77093 -0.5 -0.2 0.6
C 2.93117 -6.35698 4.75461 -0.4 -0.3 0.0
C 5.63146 -5.21161 -4.45299 0.1 0.1 -0.2
C 2.88125 -0.86936 -0.17798 0.5 0.8 -0.6
C -5.84732 3.00136 -2.68704 0.2 -0.6 0.9
C 3.79324 0.53349 -2.17106 1.0 1.8 -0.3
C 5.09237 3.12990 3.73842 -1.2 0.0 0.4
C -2.13238 3.86525 -2.52912 0.1 -0.2 -1.0
C -4.67750 3.69012 -0.50907 -0.2 -0.5 -1.1
C 2.52589 1.82193 5.05649 -0.9 1.5 -1.5
C -0.68321 -4.45613 -5.70258 -1.2 0.9 -0.3
C -6.25869 -3.30405 -0.53471 0.3 1.4 1.1
C -0.63298 0.36549 -0.45901 0.1 1.2 -0.1
C -1.40659 7.40279 2.79247 -0.7 -0.4 -1.7
C 4.94691 4.10965 -3.12172 -0.8 -0.5 0.7
C -1.52300 -4.72003 -1.00662 -0.7 1.2 -1.0
C -1.07503 1.26002 1.96191 1.0 -1.7 -1.3
C -5.07807 2.52014 1.77127 0.4 -0.3 -0.9
C 3.04048 -3.57377 7.34421 0.7 -0.3 -0.6
C -4.81453 2.36716 0.20240 -0.2 -0.5 0.7
C 2.36275 -6.10086 0.39908 1.0 -1.4 -0.1
C 2.93061 -4.47228 -1.61341 -0.6 -0.1 0.0
C 2.56695 -3.30931 4.94451 -1.2 -0.7 -0.9
C 4.08554 -0.34543 -0.98349 -0.7 -1.5 -0.1
C 4.05528 -5.12154 -2.37450 2.1 0.6 -0.2
C -4.83476 -4.22350 1.42495 -0.4 -0.1 -0.4
H 2.01544 4.86588 -2.95920 -0.3 -0.2 0.1
H -5.95115 1.93768 -2.47280 0.4 0.0 -0.1
H 3.33424 0.05419 -3.03575 -0.9 0.0 0.4
H 0.13929 -2.16020 1.56721 -0.4 0.1 0.3
H 2.86025 -6.90629 -0.14117 -0.6 -0.5 0.0
H 1.12980 -3.49028 2.10211 -0.3 -0.3 0.4
H 5.50094 2.14374 3.95903 -0.3 -0.1 -0.3
H -6.22986 -2.55553 1.41820 0.2 0.1 0.6
H 0.25099 8.57899 -1.25817 0.3 0.1 0.3
H 2.18279 -1.31740 -0.88475 -0.4 0.3 -0.2
H -7.69362 -3.55887 -2.50637 -0.6 -0.3 0.6
H 0.34793 -4.41602 -5.35152 -0.3 -0.1 0.0
H 6.31204 -5.78059 -3.81960 -0.5 0.3 0.7
H 2.68084 4.02423 4.52072 -0.4 -0.1 0.3
H -1.52042 -2.51931 -1.03387 -0.3 0.0 -0.3
H -2.71004 5.24025 4.40720 -0.2 -0.5 0.6
H 2.47873 7.95444 -0.34806 0.3 0.1 0.7
H -5.57085 -3.51621 -1.35322 -0.3 0.2 -0.3
H 4.15785 2.25966 -4.28186 0.7 0.2 0.1
H 4.43041 1.64591 1.35190 0.5 1.0 0.4
H 3.77605 -2.56812 -3.30719 0.4 0.2 0.2
H -0.43293 0.38923 2.09436 0.8 0.2 1.0
H 2.61030 -6.27640 6.89538 0.1 0.7 0.3
H -9.96685 -2.47167 -3.01070 0.3 -0.2 0.0
H 1.78225 6.91232 1.83995 0.3 0.5 0.0
H 3.76274 -2.76354 7.24433 -0.2 0.1 0.2
H -2.39663 -4.98271 -1.60317 -0.4 0.4 0.0
H 1.61116 3.12970 3.37255 0.1 -0.2 0.0
H -2.92473 -3.79643 -6.62220 -0.4 -0.1 0.3
H -7.25979 -0.07037 -1.53687 -0.2 -0.3 0.0
H -0.63579 -2.19123 3.96783 0.1 0.1 -0.1
H 1.50035 7.97615 -2.33919 -0.3 -0.3 -0.2
H -0.72942 8.20662 3.08129 0.3 -0.6 0.3
H 3.45260 1.93205 5.61967 0.0 -0.3 0.0
H -2.02813 0.75027 2.10282 -0.6 0.7 -0.1
H 6.18949 -4.39506 -4.91118 0.1 -0.1 0.1
H 0.65272 8.16857 1.20632 -0.2 -0.2 0.4
H -2.54513 3.47498 3.95328 -0.1 0.2 0.2
H -2.38163 -2.27689 -3.61395 0.3 0.3 -0.3
H 2.55356 -6.31758 1.45014 0.8 0.4 0.1
H 4.86543 0.17053 -0.42347 -0.1 -0.4 0.4
H 5.73316 -6.37635 -6.25311 0.0 0.1 0.0
H 2.12000 -4.22018 0.43239 0.6 1.7 -0.5
H 2.48752 0.90806 4.46364 0.4 -0.1 0.0
H 2.07695 4.34966 -1.27861 0.4 -0.3 0.1
H 4.44525 -1.31189 -1.33659 1.0 0.3 -0.4
H -6.96508 -4.12561 -0.41569 0.5 -0.3 0.3
H -3.48505 -2.48249 -5.60726 0.4 0.4 0.0
H 1.38426 2.61722 6.66230 -0.6 0.2 -0.1
H 2.41974 -0.02591 0.33553 -0.4 -0.6 0.5
H -5.92879 3.17395 1.96330 -0.1 0.0 -0.2
H 3.36783 3.78344 -4.57263 0.2 0.1 -0.2
H 3.18616 -1.73951 0.40336 0.0 0.5 0.7
H 4.98725 -4.82882 -1.89091 0.1 -0.4 0.5
H 5.32737 4.28913 0.76731 0.5 0.4 0.1
H -3.00767 1.90533 -2.20520 -0.6 0.0 0.1
H 2.24267 0.68003 7.80068 0.1 0.3 -0.2
H 0.14287 -0.35859 -0.21028 -0.4 -0.3 0.9
H 4.02871 -6.21099 -2.39648 -0.1 0.1 -0.6
H -1.28936 -5.27134 -5.30746 0.3 0.1 0.4
H 3.32051 -5.52256 -6.80171 -0.1 0.0 0.1
H -10.45806 -1.19486 -0.70846 0.2 -0.1 0.5
H -6.71058 3.44394 -2.19002 0.3 0.5 0.0
H -4.08680 -4.64004 0.75032 0.6 0.3 0.2
H -2.88472 -1.19670 -7.62707 0.2 -0.2 -0.3
H -1.44892 4.06403 2.02805 0.1 0.4 -0.9
H -4.68669 4.89213 -3.72857 0.1 0.2 0.1
H -0.88181 2.09951 2.62975 0.0 -0.3 0.1
H -5.61633 4.21302 -0.32672 0.2 0.5 -0.4
H -1.57293 2.23118 0.24419 -0.6 0.6 -1.2
H 0.08572 6.94049 -1.78267 0.1 -0.1 -0.6
H -5.53534 -5.05853 1.42739 -0.6 0.3 0.0
H 4.50842 5.35030 -1.41373 -0.2 -0.6 0.5
H -3.54773 2.71764 -3.71567 0.2 -0.1 0.0
H 3.33315 -4.17741 8.20332 0.2 -0.5 -0.5
H -0.04699 -3.31996 -0.71538 0.6 0.5 -0.5
H -0.05377 -2.13866 -3.05532 0.0 0.2 0.3
H -0.73188 -4.61272 -6.78018 0.3 0.5 -0.1
H 5.61603 4.72440 -3.72374 0.0 -0.7 -0.4
H -8.45319 -2.79680 0.68835 -0.1 0.2 0.1
H 1.31343 -5.52596 5.85416 0.1 0.0 0.8
H 2.69958 1.73174 1.58406 -0.3 0.7 0.1
H -5.93799 3.15501 -3.76234 0.4 0.2 0.1
H 1.81837 1.39629 -3.78209 -0.6 0.0 0.0
H 0.36843 1.64359 5.49566 0.1 0.2 0.0
H -5.13355 1.36938 3.57969 0.0 -0.4 -0.1
H -0.26267 0.62329 -1.45125 -0.1 0.8 -0.3
H -5.64675 1.80289 -0.21841 -0.4 0.3 0.0
H 0.64668 -4.27284 4.40790 0.2 -0.1 0.1
H -3.55471 -3.31319 2.92560 0.0 -0.1 0.4
H -3.82723 4.28197 -0.17016 0.0 -0.1 -0.1
H -6.29877 -0.32372 -0.07343 -0.3 -0.6 0.2
H -1.02934 -1.07690 -5.11160 -0.7 -0.2 0.6
H 4.47751 -5.36497 3.55248 0.0 -0.4 -0.2
H -8.45699 -1.02390 0.50637 0.6 -0.2 0.0
H -0.60844 -0.45055 -7.19511 -0.6 0.4 0.6
H 4.63144 -6.97457 -5.04029 -0.5 0.0 -0.3
H -1.85793 -4.52168 0.01151 0.1 -0.8 0.1
H 2.58088 -5.37595 -4.33566 0.1 -0.5 -0.5
H 2.32732 6.27683 -0.41121 -0.5 -0.3 -0.7
H 1.97504 -4.78845 -2.03178 -0.2 0.2 -0.1
H -0.80570 6.20800 0.43528 0.0 0.1 -0.1
H -10.31109 -2.94663 -0.81316 0.1 0.0 0.8
H 5.20633 -3.97371 5.30971 -0.4 0.3 0.1
H 0.54406 0.43010 7.53794 0.0 -0.1 0.1
H -2.63606 5.78341 -1.61307 -0.2 -0.2 0.2
H -5.05746 5.54947 -2.07832 0.2 0.5 -0.5
H -7.17506 -2.09030 -3.07161 0.0 0.5 0.1
H 4.88287 -5.24394 6.48690 0.1 0.2 0.1
H 2.40469 1.88763 -1.03268 -0.3 -0.3 0.1
H 1.69686 -0.44371 6.56986 0.0 0.1 -0.4
H 2.93781 -3.55861 3.95033 0.7 0.0 0.2
H 5.15071 -6.52245 4.75073 -0.2 -0.4 -0.6
H -2.29395 7.34486 3.42282 0.4 -0.3 0.4
H 2.04183 -3.21359 7.59134 0.0 0.0 -0.6
H 0.12751 6.60096 4.32665 0.2 -0.4 0.4
H -3.96865 1.73459 -0.06674 0.5 -0.1 0.7
H -4.22208 3.01305 2.23216 0.2 0.2 -0.2
H -2.73145 5.36449 1.91958 0.0 -0.2 0.2
H 0.39439 -1.86686 -5.15805 0.4 -0.9 -0.8
H -9.26232 -0.91289 -2.64517 0.1 0.0 -0.2
H -0.19601 3.53674 4.21328 0.2 0.1 0.0
H 4.96539 -2.52621 -4.60365 -0.3 -0.7 -0.4
H -2.61811 5.91695 -3.30270 0.6 -0.3 -0.2
H -5.67941 -0.89210 -1.62270 0.0 0.1 -0.1
H 2.62970 -3.74541 -4.85837 0.6 0.4 0.0
H 4.85742 3.57455 4.70547 0.3 0.3 0.0
H 4.03349 2.42688 -1.08408 0.3 0.1 -0.4
H -5.28406 -3.57936 3.36894 0.2 0.3 0.3
H -4.25769 -4.96004 3.36063 0.5 0.2 0.0
H 1.25844 3.02726 -4.22192 0.0 0.0 0.0
H 2.91224 -7.44296 4.84610 -0.2 0.1 -0.1
H 5.21106 5.73655 1.88726 0.1 -0.1 -0.6
H 3.89914 -4.54977 0.31641 -0.1 0.0 0.2
H -4.38040 0.59134 2.11911 0.1 -0.4 0.6
H 3.08055 4.06266 1.16287 -0.1 -0.5 0.2
H 0.28741 -3.82438 -3.17742 -0.3 -0.3 -0.1
H -0.58237 4.44447 5.63081 0.0 0.6 -0.1
H 1.75085 -1.89912 2.11195 0.1 0.1 0.0
H 3.69125 0.93759 2.75217 0.2 0.0 0.0
H 6.74184 3.37032 2.36598 -0.1 -0.2 0.0
H 0.89481 -1.27780 4.15454 -0.4 0.3 -0.1
H -2.48500 -3.96446 -3.80517 0.5 -0.5 0.6
H -1.42094 3.68532 -1.72314 -0.5 0.0 0.5
H 1.27811 -6.19223 0.45640 -0.1 0.1 -1.1
H -1.50493 3.75998 -3.41416 -0.1 0.1 -0.2
H 2.94160 -2.34296 5.28204 -0.1 0.0 -0.3
H 0.63995 -3.15634 5.77773 -0.5 0.0 -0.1
H 4.02239 6.04062 -2.80155 -0.8 -0.2 -0.6
H -0.93881 -5.62712 -1.16159 0.7 0.4 0.5
H -6.13213 0.61717 2.30248 -0.1 0.2 0.0
H 2.25514 -6.03573 3.96222 0.2 -0.4 -0.4
H 0.05091 -1.79058 -7.69223 -0.4 -1.2 -0.3
H -1.94565 -2.63729 -8.27829 -1.1 0.0 -0.1
H 5.50802 3.53404 -2.38555 0.4 -0.1 -0.4
H -1.79865 7.68216 1.81455 -0.1 0.2 -0.1
H 4.77656 0.74819 -2.58950 0.3 0.1 -0.1
H 6.57080 4.65670 3.45434 -0.3 0.2 0.0
H -4.66382 -2.18695 0.70076 -0.1 0.1 -0.5
H 5.57295 -2.84801 -3.04854 -0.3 -0.2 0.4
H 3.13668 5.06005 2.59433 0.1 0.0 0.2
H 1.06904 5.36397 3.44863 -0.1 0.1 0.0
H 3.08659 -3.40609 -1.77780 -0.5 0.1 0.4
H -1.61291 -0.06298 -0.66937 -0.2 -0.5 0.5
H 0.46360 5.07965 0.82735 -0.2 -0.5 0.9
H 4.51693 -4.28032 -6.53832 -0.2 0.2 0.1
H 0.72955 2.34595 -2.64944 0.3 -0.1 0.2
```
Positions in Å, forces in eV/Å.

Output
**E_HOMO**: -19.7 eV
**LUMO**: -0.45979 hartree
**Charge**: +7
**Frontier orbital gap**: 7.2 eV
**Energy above the lowest of the compared OMol25 structures with the same formula, charge and spin**: 166.5 kcal per mole

Atomic partial charges in e from the Mulliken method, atoms 1 to 99:
1 O -0.11
2 N 0.14
3 N 0.82
4 N 0.71
5 N 0.54
6 N 0.77
7 N 0.55
8 N 0.84
9 N 0.25
10 C -0.58
11 C -1.12
12 C -0.56
13 C -0.77
14 C -1.20
15 C 0.14
16 C 0.24
17 C -0.41
18 C -0.57
19 C -1.24
20 C -0.47
21 C -1.25
22 C 0.07
23 C -0.65
24 C -1.50
25 C 0.48
26 C 0.00
27 C -1.20
28 C 0.18
29 C -1.01
30 C -1.52
31 C -0.73
32 C -1.24
33 C -0.97
34 C 1.04
35 C -0.64
36 C -0.73
37 C -0.13
38 C -0.26
39 C -0.97
40 C -0.55
41 C -0.57
42 C -0.40
43 C -0.61
44 C 0.33
45 C -0.40
46 C -0.97
47 C -0.69
48 C -0.67
49 C -1.31
50 C 0.28
51 C 0.26
52 C 1.91
53 C 0.33
54 C 1.11
55 C 0.12
56 C -1.72
57 C -1.40
58 C -0.64
59 C -0.46
60 C 0.10
61 C -0.48
62 C 0.26
63 C -1.02
64 C -1.21
65 C -0.59
66 C 1.03
67 C -1.03
68 C 0.02
69 C -0.86
70 C -1.13
71 C -0.33
72 C -1.07
73 C -0.85
74 C -1.78
75 C 0.06
76 C -0.12
77 C -0.95
78 C 0.52
79 C -1.24
80 C 1.97
81 C -0.77
82 C -1.14
83 C -1.47
84 C -0.48
85 H 0.44
86 H 0.30
87 H 0.42
88 H 0.16
89 H 0.43
90 H 0.19
91 H 0.40
92 H 0.38
93 H 0.39
94 H -0.50
95 H 0.51
96 H 0.17
97 H 0.28
98 H 0.67
99 H 0.09